Entry 1:
The following is a quantum chemistry calculation of C3H11N2OP in the gas phase in a non-equilibrium geometry, from OMol25.

Summary:
relative energy (zero: lowest compared OMol25 entry of this formula, charge and spin)	0.0	kJ/mol
max |F|	4.770	eV/Å
SMILES string	CCN[P@@](C)(N)=O
LUMO energy	0.76	eV

```
! wB97M-V def2-TZVPD RIJCOSX def2/J DEFGRID3
* xyz 0 1
C -1.08 -1.98 -0.73
C 0.05 2.39 0.02
C 0.02 -1.81 0.23
N 2.42 1.11 0.71
N -0.01 -0.29 0.51
O 1.23 0.54 -1.69
P 0.88 0.86 -0.32
H -1.03 -1.14 -1.50
H -1.09 -2.97 -1.22
H -2.03 -1.86 -0.22
H 0.72 3.06 0.66
H -0.22 2.83 -0.85
H -0.86 2.34 0.67
H -0.13 -2.32 1.11
H 0.93 -1.96 -0.26
H 3.07 1.22 -0.11
H 2.32 2.10 1.02
H -0.75 0.08 1.09
*
```

Mulliken population analysis, charges in e, atoms 1 to 2: -0.875 -1.179



Entry 2:
The following is a quantum chemistry calculation of a molecular structure, C3H11N2OPS in a non-equilibrium geometry, from OMol25.

Summary:
relative energy (zero: lowest compared OMol25 entry of this formula, charge and spin)	354.1	kJ/mol
max |F|	3.800	eV/Å
LUMO energy	-0.68	eV

```
! wB97M-V def2-TZVPD RIJCOSX def2/J DEFGRID3
* xyz 0 1
C -2.24 1.11 -0.22
C 0.94 -0.36 2.10
C -1.40 0.33 -1.33
N 3.40 -0.73 -1.12
N 2.47 -0.93 -0.16
O -0.62 -0.75 -0.95
P 1.18 0.09 0.26
S 1.55 2.00 -0.05
H -1.60 1.57 0.51
H -2.83 1.90 -0.78
H -3.06 0.46 0.31
H 1.15 -1.41 2.29
H 1.56 0.05 2.93
H -0.13 -0.15 2.24
H -0.86 1.19 -1.84
H -2.25 -0.16 -1.97
H 3.26 -0.83 -2.13
H 3.80 0.16 -0.98
H 2.30 -1.88 -0.03
*
```

Mulliken population analysis, charges in e, atoms 1 to 2: -0.910 -0.974